Record 1
The following is a quantum chemistry calculation of an isolated molecule of C21H39NO5, from the OMol25 dataset.

The frontier orbital gap is 0.37813 Eh. The value obtained for the relative energy (zero: lowest compared OMol25 entry of this formula, charge and spin) is 4.0 kcal/mol. For the LUMO energy, the calculation gives 0.705 eV. As for the molar mass: 385.54 g mol⁻¹. Its SMILES is CCCCCCCCCCCCC(NC(C)=O)(C(=O)OCC)C(=O)OCC.

Structure (ORCA input):
```
! wB97M-V def2-TZVPD RIJCOSX def2/J DEFGRID3
* xyz 0 1
C -5.11052 -3.00748 1.40515
C -5.91508 -1.71475 1.34220
C -5.24850 -0.67608 0.44253
C -6.04474 0.62503 0.38832
C -5.50279 1.64982 -0.61040
C -4.10184 2.17934 -0.27363
C -2.98580 1.47661 -1.04600
C -1.60765 1.99630 -0.64092
C -0.46166 1.37484 -1.44132
C -0.22108 -0.09220 -1.09146
C 0.92728 -0.72413 -1.88023
C 2.30464 -0.09436 -1.67517
H 3.03326 -0.62812 -2.28746
H 2.30653 0.94714 -1.99634
C 2.83024 -0.12305 -0.22885
N 2.19608 0.85343 0.62484
C 2.51571 2.16626 0.55808
O 3.27637 2.60559 -0.27892
C 1.81257 3.01440 1.59296
H 0.73519 2.91383 1.48476
H 2.09312 4.05466 1.45728
H 2.09673 2.69031 2.59152
H 1.68508 0.47681 1.41203
C 4.35709 0.12724 -0.24923
O 5.04836 0.01809 -1.22031
O 4.78429 0.38745 0.98178
C 6.16215 0.74965 1.12911
C 6.32329 2.26002 1.05600
H 7.37671 2.52021 1.10462
H 5.90277 2.62612 0.12249
H 5.79751 2.73670 1.87944
H 6.73806 0.26127 0.33690
H 6.46186 0.36050 2.10503
C 2.62857 -1.49419 0.41376
O 1.97228 -1.66252 1.41078
O 3.26818 -2.43506 -0.25436
C 3.15958 -3.78905 0.20248
C 2.98493 -4.70058 -0.99953
H 3.81247 -4.56393 -1.69008
H 2.96079 -5.73557 -0.67112
H 2.05768 -4.47225 -1.51876
H 2.31279 -3.86185 0.89251
H 4.08131 -4.02896 0.74226
H 0.69571 -0.65970 -2.94626
H 0.97867 -1.78521 -1.62264
H -0.02882 -0.18697 -0.02200
H -1.12475 -0.66498 -1.31110
H 0.44564 1.94695 -1.24372
H -0.68042 1.46037 -2.50817
H -1.58816 3.07985 -0.78395
H -1.45039 1.80175 0.42353
H -3.13129 1.64615 -2.11565
H -3.03946 0.40316 -0.87021
H -4.05397 3.24628 -0.50455
H -3.92319 2.07456 0.79873
H -6.20371 2.48736 -0.63451
H -5.49224 1.20817 -1.60921
H -7.07692 0.39122 0.11330
H -6.06723 1.07394 1.38460
H -5.15520 -1.08433 -0.56691
H -4.24457 -0.47803 0.82138
H -6.91801 -1.92968 0.96583
H -6.02192 -1.30422 2.34907
H -4.11359 -2.81798 1.79762
H -5.00968 -3.44206 0.41273
H -5.60030 -3.73410 2.04933
*
```

***

Record 2
The following is a quantum chemistry calculation of a cluster of 3 separate species, C5H12O2 in total in a non-equilibrium geometry, from the OMol25 dataset.

The frontier orbital gap is 0.34714 Eh. The value obtained for the relative energy (zero: lowest compared OMol25 entry of this formula, charge and spin) is 68.9 kcal/mol. For the LUMO energy, the calculation gives 0.545 eV. As for the molar mass: 104.15 g mol⁻¹. Its SMILES is C=CC(=C)C.O.O.

Structure (ORCA input):
```
! wB97M-V def2-TZVPD RIJCOSX def2/J DEFGRID3
* xyz 0 1
C 0.06908 2.12626 -0.68737
C 1.10351 0.99105 -1.08467
C 1.63972 0.83083 -2.34538
C 2.03326 -1.04404 -0.00602
C 1.64228 0.24781 0.13884
H 0.23694 2.62035 0.23373
H -1.03579 1.68548 -0.68732
H 0.09908 2.82284 -1.49484
H 1.46174 1.56241 -3.20528
H 2.23695 0.03723 -2.57537
H 2.75749 -1.57347 0.61346
H 1.86133 -1.55617 -0.91853
H 1.79660 0.76415 1.03445
H -0.43513 -2.70367 2.95952
H -1.82315 -2.63052 2.72288
O -1.26267 -2.68828 3.45301
H -3.83830 -0.39703 -0.11500
H -4.65007 -0.85570 1.10385
O -3.89285 -0.23951 0.86005
*
```

***

Record 3
The following is a quantum chemistry calculation of a cluster of 2 separate species, C12H17N in total in a non-equilibrium geometry, from the OMol25 dataset.

The frontier orbital gap is 0.31965 Eh. The value obtained for the relative energy (zero: lowest compared OMol25 entry of this formula, charge and spin) is 77.7 kcal/mol. For the LUMO energy, the calculation gives 0.884 eV. As for the molar mass: 175.28 g mol⁻¹. Its SMILES is Cc1c[nH]c2ccccc12.CCC.

Structure (ORCA input):
```
! wB97M-V def2-TZVPD RIJCOSX def2/J DEFGRID3
* xyz 0 1
C 2.32895 1.66734 0.97677
C 1.30226 2.60994 0.25370
C 2.79917 0.70881 -0.08076
H 3.13336 2.12274 1.58264
H 1.95895 1.11775 1.86135
H 1.22032 2.20796 -0.79752
H 1.70204 3.60380 0.16173
H 1.95038 0.00375 -0.07298
H 2.90914 1.23918 -0.99312
H 0.28826 2.79200 0.55363
H 3.75396 0.03294 0.06698
C -0.95553 -2.96314 1.55974
C -0.81677 -0.35821 1.90758
C -1.04318 -1.51783 1.21768
C -1.34872 0.23258 -0.22747
C -1.47655 -1.17380 -0.10317
C -1.41968 0.93360 -1.53821
C -1.62997 -1.95675 -1.35403
C -1.37641 0.11638 -2.59116
C -1.26861 -1.31659 -2.52379
N -0.95819 0.73792 1.04856
H -0.76491 -0.08701 2.83729
H -1.29461 1.56222 1.46926
H -1.22786 -3.62843 0.67495
H -1.85666 -3.29200 2.08873
H -1.42004 1.95830 -1.67864
H -2.04817 -2.93062 -1.25412
H -1.40371 0.47204 -3.69366
H -0.95468 -1.74803 -3.49995
H -0.08257 -3.14679 2.14794
*
```

***

Record 4
The following is a quantum chemistry calculation of a structure of composition C55H57AsBrCdF4N5P in a non-equilibrium geometry, from the OMol25 dataset.

The frontier orbital gap is 0.24826 Eh. The value obtained for the relative energy (zero: lowest compared OMol25 entry of this formula, charge and spin) is 0.0 kcal/mol. For the LUMO energy, the calculation gives -2.722 eV. As for the molar mass: 1162.30 g mol⁻¹.

Structure (ORCA input):
```
! wB97M-V def2-TZVPD RIJCOSX def2/J DEFGRID3
* xyz 1 1
Cd 0.75196 -0.45560 -0.26685
N 1.30702 1.91219 0.26249
C 2.68441 2.36242 -0.00465
C 3.60949 2.13057 1.18682
C 3.71923 0.66659 1.61866
C 4.22558 -0.27254 0.51401
N 3.17933 -1.22701 0.12017
H 0.69859 2.36436 -0.42095
H 1.02933 2.26541 1.18051
H 2.69985 3.43312 -0.24509
H 3.04525 1.82313 -0.88289
H 3.25096 2.71733 2.03411
H 4.59989 2.50663 0.92520
H 2.73268 0.32163 1.94763
H 4.38606 0.61998 2.48143
H 5.13131 -0.80084 0.84137
H 4.49525 0.31013 -0.36821
H 3.13648 -1.97730 0.80882
H 3.47170 -1.67547 -0.75231
F -5.66975 4.30428 3.59747
C -4.61503 3.52797 3.38176
C -3.90199 2.98887 4.44889
F -4.26555 3.25213 5.70128
C -2.80639 2.16801 4.19978
F -2.13091 1.69285 5.24732
C -2.38758 1.85734 2.90975
P -1.00119 0.65549 2.58979
C -1.69147 -0.66261 3.67266
C -1.25730 -0.98534 4.95129
C -1.85793 -2.02384 5.64107
C -2.87821 -2.75529 5.05751
C -3.32079 -2.43039 3.78501
C -2.74079 -1.37992 3.10115
C 0.30206 1.49270 3.57296
C 1.35181 0.77132 4.13427
C 2.39221 1.42790 4.76857
C 2.41696 2.81280 4.82100
C 1.40034 3.53856 4.22372
C 0.35657 2.88650 3.59544
C -3.09902 2.42978 1.86080
Br -2.54578 2.13503 0.08677
C -4.19687 3.25266 2.08226
F -4.84996 3.78166 1.04959
H -0.47653 -0.41539 5.42825
H -1.52776 -2.26382 6.63939
H -3.34176 -3.56503 5.59823
H -4.12238 -2.99277 3.32923
H -3.10200 -1.10684 2.11651
H 1.34800 -0.30945 4.08877
H 3.19036 0.85788 5.21787
H 3.22855 3.32301 5.31530
H 1.42045 4.61738 4.24441
H -0.43332 3.46385 3.13018
N -2.54061 -1.30446 -0.55424
C -2.50723 -2.58359 -0.06241
C -3.53132 -3.47251 -0.34661
C -3.57968 -4.74343 0.22318
C -2.62727 -5.13487 1.12717
C -1.57374 -4.26741 1.45932
C -0.61068 -4.60400 2.42913
C 0.38610 -3.71574 2.72592
C 0.44909 -2.51772 2.00761
N -0.41734 -2.16668 1.08033
C -1.46379 -2.99341 0.82654
H -1.66146 -0.80311 -0.60595
H -3.16773 -1.14124 -1.32737
H -4.30848 -3.15312 -1.02530
H -4.38437 -5.41295 -0.04195
H -2.67572 -6.09680 1.60865
H -0.68476 -5.55692 2.92948
H 1.12152 -3.92494 3.48622
H 1.24072 -1.80512 2.21614
C 8.01355 -2.42372 -3.49262
C 6.52465 -2.36916 -3.35204
C 5.84712 -1.17043 -3.23449
C 4.46120 -1.11025 -3.12980
C 3.84275 0.25743 -3.07193
C 3.70396 -2.28949 -3.13967
As 1.76712 -2.53462 -2.63574
N 0.94878 -0.90476 -2.28662
C 0.57504 0.04616 -3.19594
C -0.24784 1.11549 -2.81676
C -0.57032 2.12985 -3.69733
C -0.08987 2.11035 -4.99612
C 0.69399 1.04151 -5.39975
C 1.02155 0.03037 -4.52452
C 0.78604 -3.14429 -4.27616
C 1.15931 -3.10739 -5.62319
C 2.51876 -2.70499 -6.11584
C 0.24534 -3.48035 -6.60904
C -1.02940 -3.91671 -6.30673
C -2.01783 -4.24688 -7.38154
C -1.36220 -4.03703 -4.96456
C -0.47975 -3.66886 -3.96666
C -0.89251 -3.87894 -2.53815
C 4.39543 -3.51483 -3.24887
C 3.66967 -4.82562 -3.32370
C 5.77620 -3.53672 -3.36016
H 8.46785 -1.47216 -3.23129
H 8.28308 -2.65273 -4.52358
H 8.43039 -3.20384 -2.85877
H 6.40965 -0.24534 -3.23965
H 4.55952 0.98115 -2.68730
H 2.94457 0.26742 -2.45936
H 3.57034 0.58224 -4.07560
H -0.65155 1.12956 -1.79868
H -1.20434 2.93854 -3.36283
H -0.31766 2.91341 -5.67924
H 1.07077 1.00036 -6.41095
H 1.65533 -0.77761 -4.84658
H 3.17675 -2.42014 -5.29933
H 2.44188 -1.87402 -6.81685
H 2.97785 -3.53857 -6.64922
H 0.54916 -3.41788 -7.64515
H -1.53068 -4.28926 -8.35334
H -2.79519 -3.48012 -7.41967
H -2.50187 -5.20429 -7.18859
H -2.33112 -4.42989 -4.69676
H -1.89529 -4.29203 -2.48316
H -0.86100 -2.93936 -1.98573
H -0.20402 -4.57853 -2.05406
H 2.82389 -4.85599 -2.63148
H 4.34396 -5.64511 -3.09270
H 3.28483 -4.97815 -4.33104
H 6.28132 -4.48693 -3.46490
*
```

***

Record 5
The following is a quantum chemistry calculation of the ion C9H18N2 with charge +2 in a non-equilibrium geometry, from the OMol25 dataset.

The frontier orbital gap is 0.37828 Eh. The value obtained for the relative energy (zero: lowest compared OMol25 entry of this formula, charge and spin) is 52.2 kcal/mol. For the LUMO energy, the calculation gives -8.308 eV. As for the molar mass: 154.26 g mol⁻¹. Its SMILES is CC[N+]1(/C=C\C(C)=[NH+]/C)CC1.

Structure (ORCA input):
```
! wB97M-V def2-TZVPD RIJCOSX def2/J DEFGRID3
* xyz 2 1
C -0.52705 -0.14762 1.47423
C -0.52481 0.82724 0.55078
C 0.93926 -0.12194 -1.12901
C 0.10676 -1.44366 1.61465
C -1.35681 -2.71838 0.02623
C 1.35001 -1.37735 2.49110
C -0.67986 3.10720 -1.58659
C 1.53706 1.12825 -0.61177
C -0.70710 1.60941 -1.77386
N -0.28480 -2.47050 0.91627
N -0.00883 0.94252 -0.69323
H -0.93855 0.27183 2.37077
H -1.09638 1.68715 0.88533
H 1.14410 -0.41320 -2.27945
H -1.51216 -3.80667 0.05233
H -1.16343 -2.29304 -0.91279
H -2.35210 -2.28312 0.34671
H 1.10659 -0.97997 3.45511
H 2.00831 -0.59642 2.01346
H 1.83244 -2.44239 2.50459
H -1.03358 3.63394 -2.60313
H -1.33315 3.38290 -0.80508
H 0.29681 3.50185 -1.36399
H 2.08957 1.88903 -1.26957
H 1.83205 1.13691 0.43329
H 0.91108 -1.11207 -0.54444
H -0.20157 1.22510 -2.66560
H -1.64573 1.25657 -1.85534
H 0.21187 -3.39359 0.95902
*
```

***

Record 6
The following is a quantum chemistry calculation of a cluster of 2 separate species, C5H14N3O2 in total in a non-equilibrium geometry, from the OMol25 dataset.

The frontier orbital gap (alpha / beta) is 0.22984 / 0.26618 Eh. The value obtained for the relative energy (zero: lowest compared OMol25 entry of this formula, charge and spin) is 76.6 kcal/mol. For the LUMO energy (alpha / beta), the calculation gives -3.970 / -5.848 eV. As for the molar mass: 148.19 g mol⁻¹.

Structure (ORCA input):
```
! wB97M-V def2-TZVPD RIJCOSX def2/J DEFGRID3
* xyz 1 3
C -3.70007 -0.16888 -0.07252
C -1.50950 -1.43048 0.07492
C -1.92248 2.05453 0.20518
C 4.92239 -0.75424 -0.12718
C -2.25212 -0.23879 -0.53065
N 3.03268 0.50402 0.48189
N -1.48616 0.95086 -0.22097
N 1.83433 0.87338 0.46759
O 1.07510 0.43972 -0.42562
O 3.60978 -0.35518 -0.44765
H -4.17884 -1.12389 -0.26682
H -3.75716 0.02167 0.99708
H -4.25951 0.59393 -0.60766
H -1.53084 -1.38187 1.16051
H -0.47680 -1.44966 -0.26247
H -1.98481 -2.35498 -0.23631
H -2.97674 2.23912 0.36633
H -1.23148 2.85915 0.41430
H -0.41842 0.79800 -0.32655
H 5.59504 0.10416 -0.05188
H 5.22920 -1.37903 -0.96327
H 4.94881 -1.34231 0.79385
H -2.21240 -0.33542 -1.62367
H 3.65000 0.87615 1.20155
*
```